Record 1
{
  "formula": "C5H6Si",
  "method": "wB97M-V/def2-TZVPD",
  "species": ["C", "C", "C", "C", "C", "Si", "H", "H", "H", "H", "H", "H"],
  "coordinates": [[1.9197, -0.7741, 0.0326], [1.7636, 0.3512, 0.6503], [-1.6862, -0.1975, 0.4762], [-0.5132, -0.6274, 0.9644], [0.5223, -0.1398, 0.0632], [-0.8396, 0.6913, -1.0219], [2.4185, -1.7177, -0.0788], [2.1809, 1.2447, 1.1260], [-2.7239, -0.2485, 0.6762], [-0.3874, -1.1571, 1.8296], [-0.7893, 2.1860, -0.8510], [-1.2663, -0.1005, -2.2526]],
  "atomic_forces_ev_per_a": [[-0.8, 0.3, 0.7], [1.7, 1.1, -0.2], [0.7, 1.3, -1.9], [-2.5, 1.1, -1.5], [0.7, -0.2, -0.8], [-0.3, -1.8, 1.6], [0.2, 0.1, -0.4], [-0.1, -0.7, 0.0], [-0.6, -0.5, 1.0], [0.7, -1.5, 2.2], [-0.1, -0.4, -0.7], [0.4, 1.1, 0.1]],
  "e_lumo_ev": 1.01,
  "largest_force_ha_per_bohr": 0.0607,
  "de_lowest_kcal_mol": 60.6,
  "total_energy_ha": -483.43078,
  "molar_mass_g_mol": 94.19
}

Record 2
{
  "formula": "C15H33Cl9N4O5",
  "method": "wB97M-V/def2-TZVPD",
  "species": ["C", "O", "C", "C", "N", "C", "C", "O", "C", "H", "H", "H", "H", "H", "H", "H", "H", "H", "H", "H", "H", "H", "H", "H", "Cl", "C", "Cl", "Cl", "H", "Cl", "C", "Cl", "Cl", "H", "Cl", "C", "Cl", "Cl", "H", "C", "C", "N", "O", "H", "H", "H", "H", "H", "C", "C", "N", "O", "H", "H", "H", "H", "H", "C", "C", "N", "O", "H", "H", "H", "H", "H"],
  "coordinates": [[-2.2257, -1.6783, 3.7048], [-0.7914, -1.6287, 3.6917], [-0.2551, -1.3390, 2.4298], [1.2021, -0.9093, 2.5560], [2.1687, -1.9146, 2.8765], [2.1935, -2.6253, 4.1450], [3.4845, -3.3916, 4.4040], [3.3464, -4.7456, 4.0424], [4.5698, -5.4415, 3.9653], [-2.4640, -2.3728, 4.5062], [-2.6128, -1.8643, 2.7050], [-2.5883, -0.6994, 4.0391], [-0.7902, -0.4765, 2.0054], [-0.3431, -2.1631, 1.7113], [1.2031, -0.1241, 3.3314], [1.5064, -0.3978, 1.6409], [3.0737, -1.8488, 2.4474], [1.3448, -3.3016, 4.2505], [2.1018, -1.8725, 4.9383], [3.6743, -3.2817, 5.4773], [4.3908, -2.9829, 3.9423], [4.5606, -6.4220, 3.4937], [5.0084, -5.4862, 4.9648], [5.2301, -4.8789, 3.2878], [3.0741, 3.6953, 2.3417], [1.4628, 3.1060, 1.7726], [0.7503, 4.2800, 0.6401], [0.4577, 2.7682, 3.1393], [1.6127, 2.2018, 1.1982], [-3.1984, 6.6448, -1.6755], [-2.6195, 5.3587, -2.7904], [-3.9176, 4.2625, -3.2016], [-1.1437, 4.5491, -2.1832], [-2.3375, 5.9116, -3.6765], [0.1971, 0.8670, -0.5988], [0.3582, 1.4938, -2.2683], [0.2573, 0.2485, -3.4829], [1.7706, 2.5155, -2.4289], [-0.5731, 2.0289, -2.3980], [-2.9796, 0.2398, -2.0025], [-3.9440, 0.4873, -0.8628], [-4.7327, 1.5719, -0.9424], [-3.9481, -0.2988, 0.0766], [-3.3739, -0.6227, -2.5384], [-2.1684, -0.1993, -1.4179], [-2.5852, 1.1257, -2.4936], [-4.5989, 2.2337, -1.6812], [-5.1951, 1.8036, -0.0758], [0.0326, 4.3990, -6.0069], [-1.2132, 3.5862, -5.7747], [-2.3018, 3.9011, -6.5209], [-1.2091, 2.6280, -5.0114], [0.8849, 3.9130, -5.5451], [-0.0580, 5.4228, -5.6384], [0.2020, 4.4636, -7.0849], [-2.2191, 4.7679, -7.0240], [-3.1600, 3.3953, -6.4142], [1.0668, -2.7188, -1.0504], [0.6069, -3.8981, -0.1791], [1.4553, -4.3026, 0.7948], [-0.4870, -4.4182, -0.3512], [0.4835, -2.4919, -1.9368], [2.0811, -2.8238, -1.4478], [1.0968, -1.8597, -0.3760], [1.0380, -4.8465, 1.5324], [2.0869, -3.5441, 1.0281]],
  "atomic_forces_ev_per_a": [[1.0, 0.8, 0.5], [0.0, -0.4, 0.0], [0.3, 0.5, -0.5], [-0.1, 0.7, 1.0], [0.4, -1.6, -0.8], [0.1, 1.0, -0.1], [0.0, -0.1, 0.5], [-0.6, -0.7, -0.6], [0.8, 1.1, -0.2], [-0.4, -0.4, -0.5], [-0.3, -0.5, 0.2], [-0.1, 0.1, -0.2], [0.0, 0.0, -0.1], [-0.2, -0.2, 0.2], [-0.1, 0.1, 0.0], [0.0, -0.2, -0.2], [0.0, 0.4, 0.0], [0.0, -0.1, 0.0], [-0.1, -0.1, 0.2], [0.1, -0.4, 0.2], [-0.2, 0.3, -0.4], [-1.0, -0.1, 0.3], [0.3, -0.2, 0.0], [0.3, 0.1, 0.3], [-0.6, -0.3, -0.3], [0.9, 0.5, -0.3], [0.0, -0.1, 0.4], [-0.5, 0.0, 0.2], [0.1, 0.0, 0.1], [0.2, -0.6, -0.1], [0.4, 0.8, 0.3], [0.0, -0.2, 0.0], [-0.8, 0.4, -0.1], [0.0, -0.3, -0.2], [0.3, -0.1, -0.1], [-0.9, -0.1, 0.3], [0.5, -0.5, 0.0], [-0.1, 0.0, -0.1], [0.4, 0.6, -0.1], [0.3, -0.7, 1.6], [0.8, -0.8, 0.1], [-0.3, 0.0, 0.6], [-0.5, 0.6, -0.2], [0.1, 0.5, -0.8], [0.3, 0.0, -0.4], [-0.5, -0.2, -0.7], [-0.1, 0.2, 0.1], [-0.2, 0.3, -0.3], [-0.1, 0.3, -0.5], [0.1, -1.4, 0.7], [0.9, 0.8, 0.0], [-0.2, 0.5, -0.1], [-0.1, 0.0, 0.1], [0.0, 0.0, 0.1], [0.1, 0.1, 0.0], [-0.6, -0.2, -0.3], [-0.1, 0.1, 0.0], [0.8, -0.1, 0.4], [-1.5, -0.3, -1.4], [0.6, 0.9, -0.5], [0.4, 0.2, 0.0], [-0.6, -0.3, 0.4], [0.1, -0.3, 0.4], [-0.1, 0.2, -0.2], [0.1, 0.1, 0.2], [0.1, -0.6, 0.8]],
  "e_lumo_ev": 0.10,
  "largest_force_ha_per_bohr": 0.0397,
  "total_energy_ha": -5328.26203,
  "molar_mass_g_mol": 668.53
}